[1]
{"formula": "C18H25N3O4S", "method": "ωB97M-V/def2-TZVPD", "energy_ha": -1564.30034, "lumo_energy_ha": 0.025, "smiles": "COc1ccc(OC)c(NC(=S)N2CCN(C(=O)[C@H]3CCCO3)CC2)c1", "homo_energy_ha": -0.27888, "total_charge": 0, "orbital_gap_ev": 8.26, "species": ["C", "H", "O", "C", "C", "C", "C", "C", "C", "H", "N", "C", "N", "C", "C", "N", "C", "O", "C", "C", "H", "C", "H", "C", "H", "H", "O", "H", "H", "H", "C", "H", "C", "H", "H", "H", "H", "H", "H", "H", "S", "H", "O", "C", "H", "H", "H", "H", "H", "H", "H"], "xyz": [[3.408148, 3.712361, 1.793922], [2.933968, 2.957788, 2.428389], [2.455520, 4.442358, 1.056314], [1.634487, 3.761342, 0.210423], [0.689368, 4.517806, -0.473903], [-0.181332, 3.915300, -1.364612], [-0.130555, 2.549877, -1.579555], [0.810796, 1.775866, -0.874050], [1.694246, 2.387491, 0.000822], [2.414638, 1.779668, 0.516633], [0.789965, 0.412542, -1.168386], [1.344698, -0.657064, -0.561766], [1.242077, -1.853597, -1.226767], [0.402696, -2.034626, -2.393945], [-1.069295, -2.219255, -1.942211], [-1.064338, -2.590164, -0.540057], [-1.507198, -1.679482, 0.363474], [-2.097271, -0.673480, 0.014992], [-1.237837, -1.992561, 1.844604], [-2.029524, -1.048582, 2.748299], [-2.174320, -0.082241, 2.272083], [-3.330288, -1.824833, 2.932491], [-3.871687, -1.548770, 3.833946], [-2.826467, -3.265445, 2.977311], [-3.543963, -3.987060, 2.577129], [-2.563115, -3.559700, 4.002068], [-1.650274, -3.314125, 2.180043], [-3.974143, -1.674203, 2.065485], [-1.513220, -0.917757, 3.698960], [-0.155398, -1.908158, 2.010986], [-0.112286, -3.640369, -0.257461], [-0.248792, -4.005847, 0.756460], [1.323170, -3.089628, -0.475029], [1.934037, -3.805293, -1.031765], [1.815008, -2.876844, 0.474612], [-0.318765, -4.460810, -0.951349], [-1.644850, -1.295157, -2.029899], [-1.559916, -3.001868, -2.528473], [0.761635, -2.939810, -2.892108], [0.515688, -1.210169, -3.098642], [2.172486, -0.581902, 0.874418], [0.086248, 0.231776, -1.872884], [-0.931854, 1.856232, -2.463052], [-1.996675, 2.545859, -3.068767], [-2.539684, 1.800148, -3.648122], [-1.635586, 3.331982, -3.740007], [-2.665990, 2.980244, -2.320949], [-0.898260, 4.528504, -1.886203], [0.648669, 5.580797, -0.301521], [4.136910, 3.225792, 1.138129], [3.917922, 4.443586, 2.419397]], "forces_ev_per_a": [[0.13, -0.10, 0.09], [0.01, 0.00, -0.03], [-0.17, 0.13, -0.11], [-0.34, 0.08, -0.34], [0.25, -0.03, 0.24], [-0.05, -0.16, -0.09], [0.08, -0.14, 0.08], [-0.16, 0.47, 0.01], [0.22, 0.21, 0.16], [-0.01, 0.01, 0.00], [-0.41, -0.48, -0.64], [0.34, -0.08, 0.00], [-0.04, 0.28, -0.17], [-0.08, -0.02, -0.13], [-0.22, 0.15, -0.03], [-0.16, -0.22, -0.40], [-0.12, -0.15, 0.29], [-0.12, 0.31, 0.04], [0.19, 0.44, 0.14], [0.05, -0.08, -0.13], [0.05, -0.01, 0.06], [0.14, -0.17, -0.07], [-0.06, 0.01, 0.01], [-0.36, -0.07, 0.33], [0.05, 0.05, 0.07], [-0.07, 0.01, -0.10], [0.07, -0.03, -0.13], [-0.04, 0.02, 0.01], [0.04, -0.02, 0.01], [-0.15, -0.01, -0.04], [0.17, -0.07, 0.13], [0.05, -0.07, -0.15], [0.20, -0.30, 0.19], [-0.02, 0.02, 0.01], [-0.10, -0.11, -0.23], [-0.02, -0.01, 0.09], [0.08, -0.15, -0.05], [0.04, 0.06, -0.02], [-0.01, 0.13, -0.03], [0.01, -0.07, 0.00], [0.32, 0.16, 0.69], [0.11, -0.11, 0.04], [0.42, -0.07, 0.32], [-0.19, 0.06, -0.14], [0.00, 0.10, 0.02], [-0.02, -0.03, 0.04], [0.03, -0.01, -0.01], [-0.08, 0.02, -0.07], [-0.01, 0.14, 0.02], [-0.03, -0.01, 0.02], [0.00, -0.09, -0.02]]}


[2]
{"formula": "C3H7NO5P", "method": "ωB97M-V/def2-TZVPD", "energy_ha": -890.80598, "lumo_energy_ha": 0.125, "homo_energy_ha": -0.17896, "total_charge": -1, "orbital_gap_ev": 8.27, "species": ["C", "C", "C", "N", "O", "O", "O", "O", "O", "P", "H", "H", "H", "H", "H", "H", "H"], "xyz": [[0.081418, 0.557646, -0.925146], [-0.414900, -0.055072, 0.332600], [0.644439, -0.723149, 1.123275], [-2.574281, -3.346424, 1.509424], [-1.470249, -2.670089, 1.500389], [1.958335, -3.288961, 0.954124], [-2.901442, -3.958231, 0.528158], [0.852396, -2.325920, -1.164126], [-3.316540, -3.337027, 2.454941], [1.111630, -2.324330, 0.268107], [0.081917, -0.312798, -1.686209], [-0.516821, 1.414614, -1.248956], [1.143746, 0.824264, -0.803840], [-1.261311, -0.823427, 0.143079], [-0.828836, 0.822146, 0.897038], [1.571140, -0.132399, 1.246373], [0.076260, -0.825953, 2.073427]], "forces_ev_per_a": [[0.64, -1.70, -2.40], [-2.40, 0.83, -0.41], [-0.27, -1.04, 0.91], [1.42, 1.07, -0.73], [-0.21, -0.23, 0.44], [0.13, 0.03, 0.68], [0.01, -1.37, -2.62], [-0.35, 0.18, -0.39], [-0.75, 0.64, 2.79], [-0.41, 0.44, 0.84], [0.01, 1.88, 0.65], [0.19, -0.22, -0.16], [-0.32, 0.36, -0.17], [1.25, 1.44, 0.45], [0.12, -1.06, 0.22], [-0.39, -0.25, 0.00], [1.33, -1.00, -0.11]]}


[3]
{"formula": "C10H6Cl2F3PtSbSe4", "method": "ωB97M-V/def2-TZVPD", "energy_ha": -11570.04193, "lumo_energy_ha": [0.152, 0.152], "homo_energy_ha": [-0.06253, -0.06200], "total_charge": -2, "orbital_gap_ev": [5.82, 5.81], "species": ["Pt", "Se", "Sb", "Se", "Se", "Se", "Cl", "C", "Cl", "H", "H", "F", "C", "F", "F", "C", "C", "C", "C", "C", "C", "C", "C", "H", "H", "H", "H"], "xyz": [[0.282240, 0.280820, 1.198263], [4.004206, 0.546839, 3.034077], [2.564404, -0.936882, 1.823846], [2.025641, -0.346462, -0.536080], [-0.925429, -0.275691, 3.077413], [2.567969, -3.291241, 2.319428], [-4.912488, 0.788252, 0.156171], [-3.166840, 0.434284, 0.294829], [-2.637669, -0.724436, -0.933203], [-2.955937, 0.015635, 1.274489], [-2.619495, 1.358319, 0.147612], [0.179044, 9.321709, -1.589604], [0.556309, 8.986145, -0.330250], [1.774620, 9.532924, -0.141981], [-0.290806, 9.666513, 0.484710], [0.529517, 7.517065, -0.094636], [1.636128, 6.841400, 0.407398], [1.577324, 5.478519, 0.628231], [0.409671, 4.747289, 0.356908], [-0.698642, 5.451131, -0.148308], [-0.638685, 6.811140, -0.370187], [0.354796, 3.350425, 0.579582], [0.359691, 2.163644, 0.850153], [2.546734, 7.383863, 0.623485], [2.437067, 4.949156, 1.016359], [-1.606445, 4.903169, -0.362234], [-1.503554, 7.333844, -0.761283]], "forces_ev_per_a": [[-0.32, -0.21, 0.88], [-0.04, -0.06, -0.06], [0.16, -0.04, 0.05], [0.04, 0.12, -0.14], [0.03, 0.00, -0.23], [0.00, 0.14, -0.04], [-0.06, 0.03, 0.01], [0.12, -0.04, -0.08], [-0.06, 0.04, 0.01], [-0.03, -0.01, 0.00], [-0.01, 0.00, 0.00], [0.00, 0.00, 0.00], [0.01, 0.02, 0.00], [0.00, 0.00, 0.00], [0.00, 0.00, 0.00], [0.02, -0.02, 0.01], [-0.03, 0.03, -0.01], [0.03, -0.04, 0.02], [-0.03, 0.05, -0.04], [0.01, 0.01, 0.00], [-0.01, 0.00, 0.00], [0.01, 0.04, 0.19], [0.19, -0.02, -0.55], [0.00, 0.00, 0.00], [-0.01, -0.01, 0.00], [0.00, 0.00, 0.00], [0.00, 0.00, 0.00]]}